No. 1
{"formula": "C56H46AsN6OTi", "method": "wB97M-V/def2-TZVPD", "relative_energy_kcal_mol": 12.3, "total_energy_ev": -153762.266, "s_squared": 2.048, "charge": -1, "e_homo_ev": [-2.970, -4.900], "spin_multiplicity": 3, "elements": ["Ti", "C", "C", "N", "N", "C", "O", "C", "C", "C", "C", "C", "C", "C", "C", "C", "C", "C", "N", "H", "H", "H", "H", "H", "H", "H", "H", "H", "H", "H", "H", "C", "C", "C", "C", "C", "C", "N", "N", "C", "C", "C", "C", "C", "C", "H", "H", "H", "H", "H", "H", "H", "H", "H", "N", "C", "C", "C", "C", "C", "C", "C", "C", "C", "C", "C", "C", "H", "H", "H", "H", "H", "H", "H", "H", "H", "H", "C", "C", "C", "C", "C", "C", "As", "C", "C", "C", "C", "C", "C", "C", "C", "C", "C", "C", "C", "H", "H", "H", "H", "H", "H", "H", "H", "H", "H", "H", "H", "H", "H", "H"], "positions_angstrom": [[-0.458217, -0.006767, 1.026930], [-1.824110, -4.097102, 0.123869], [-1.783324, -2.607985, 0.295158], [-0.791483, -1.980834, 0.931018], [0.231267, -2.699310, 1.477845], [1.007929, -1.932840, 2.203966], [0.764759, -0.667712, 2.387295], [2.212188, -2.530782, 2.801776], [2.581630, -3.846379, 2.520446], [3.746069, -4.369187, 3.052743], [4.557852, -3.585592, 3.863857], [4.198467, -2.274815, 4.142514], [3.033889, -1.747816, 3.611045], [-2.818208, -1.739285, -0.116681], [-4.035376, -2.190980, -0.670258], [-5.028708, -1.292773, -0.958714], [-4.810750, 0.064000, -0.699744], [-3.589542, 0.442112, -0.174095], [-2.600886, -0.400594, 0.112478], [-0.884095, -4.509764, 0.480895], [-1.957020, -4.376997, -0.924410], [-2.645646, -4.537478, 0.695687], [1.942991, -4.434463, 1.876551], [4.031771, -5.390748, 2.832766], [5.468503, -4.000619, 4.278482], [4.830495, -1.661616, 4.772939], [2.741833, -0.725607, 3.810933], [-4.180599, -3.251205, -0.831763], [-5.974038, -1.625231, -1.369915], [-5.570348, 0.800306, -0.915434], [-3.396925, 1.487927, 0.034475], [-1.809176, -1.856504, 6.411039], [-1.666637, -2.518414, 5.200723], [-1.561426, -1.820590, 4.009488], [-1.592327, -0.421786, 3.991991], [-1.700222, 0.237283, 5.231920], [-1.815678, -0.467245, 6.414465], [-1.563683, 0.302732, 2.792583], [-2.092958, 1.513507, 2.925000], [-1.906219, 2.351970, 1.873322], [-2.569482, 3.595034, 1.943093], [-2.405185, 4.520169, 0.934803], [-1.565972, 4.218152, -0.135744], [-0.931538, 2.979872, -0.198647], [-1.065517, 1.991872, 0.774377], [-1.915353, -2.410239, 7.335658], [-1.642385, -3.601785, 5.182942], [-1.492263, -2.369380, 3.083031], [-1.707858, 1.316315, 5.228651], [-1.916911, 0.075212, 7.347480], [-3.210864, 3.785884, 2.795186], [-2.914664, 5.476144, 0.978200], [-1.407758, 4.948984, -0.921296], [-0.295706, 2.802183, -1.053300], [1.435024, 2.034083, 2.700502], [2.346662, 2.700219, 1.927842], [2.636780, 4.045452, 2.187548], [3.611048, 4.724581, 1.480638], [4.310817, 4.073796, 0.475595], [4.006658, 2.750746, 0.190665], [3.037281, 2.034316, 0.896599], [2.822226, 0.606685, 0.505084], [3.993242, -0.156919, 0.428949], [4.012852, -1.430611, -0.110631], [2.836064, -1.937416, -0.620702], [1.663371, -1.204578, -0.489848], [1.560395, 0.073057, 0.103417], [1.002596, 2.524705, 3.461220], [1.502785, 1.033022, 2.772238], [2.102143, 4.553451, 2.983079], [3.827260, 5.757979, 1.723266], [5.082639, 4.589129, -0.082783], [4.527663, 2.255680, -0.619501], [4.905248, 0.254039, 0.846897], [4.930950, -2.004805, -0.144356], [2.817485, -2.910587, -1.099489], [0.778870, -1.676511, -0.893118], [1.731414, 3.789579, -4.392362], [0.644105, 3.194092, -5.016184], [-0.010639, 2.132077, -4.408679], [0.387928, 1.674905, -3.155635], [1.502242, 2.257723, -2.554755], [2.174035, 3.303088, -3.170617], [-0.569579, 0.229921, -2.220011], [-2.263420, 0.458233, -3.208742], [-2.920528, 1.682863, -3.069914], [-4.160233, 1.900643, -3.646357], [-4.786549, 0.882461, -4.352178], [-4.158129, -0.346114, -4.476539], [-2.906839, -0.554203, -3.910591], [0.232246, -1.213763, -3.301360], [-0.294592, -2.501357, -3.182755], [0.308507, -3.585593, -3.799318], [1.486505, -3.410055, -4.512093], [2.038333, -2.142430, -4.614103], [1.411723, -1.054230, -4.022291], [2.231942, 4.628014, -4.861317], [0.298440, 3.556398, -5.976905], [-0.838889, 1.649647, -4.912238], [1.832453, 1.897613, -1.587468], [3.028948, 3.754986, -2.682411], [-2.442099, 2.478791, -2.507909], [-4.649394, 2.860344, -3.530915], [-5.759220, 1.046225, -4.800021], [-4.638356, -1.150825, -5.020420], [-2.418537, -1.508869, -4.053032], [-1.175950, -2.653256, -2.565760], [-0.121368, -4.574748, -3.696147], [1.976918, -4.260059, -4.970132], [2.971824, -1.998235, -5.144037], [1.856111, -0.072614, -4.117536]], "atomic_forces_ev_per_a": [[-0.6, 0.8, -0.6], [0.1, 0.2, 0.1], [0.0, -0.3, 0.0], [0.2, 0.2, -0.1], [0.5, -0.4, 0.4], [-0.5, -0.7, -0.3], [0.4, -0.9, 0.5], [0.3, 0.1, 0.2], [-0.1, 0.1, 0.0], [0.0, 0.0, 0.0], [0.0, 0.0, 0.0], [0.1, 0.0, 0.0], [-0.2, -0.1, -0.1], [-0.2, 0.2, 0.0], [0.1, -0.2, 0.0], [0.0, 0.2, 0.0], [-0.1, -0.3, 0.0], [-0.1, 0.3, 0.1], [0.2, -0.5, 0.1], [0.0, -0.1, 0.0], [0.0, 0.0, 0.0], [0.0, 0.0, 0.0], [0.0, 0.0, 0.0], [0.0, 0.0, 0.0], [0.0, 0.0, 0.0], [0.0, 0.0, 0.0], [0.0, 0.0, 0.0], [0.0, 0.0, 0.0], [0.0, 0.0, 0.0], [0.1, 0.1, 0.0], [0.1, 0.0, 0.0], [0.0, 0.0, 0.1], [0.0, -0.1, 0.1], [-0.1, 0.1, -0.2], [-0.2, -0.1, 0.6], [0.0, 0.1, -0.3], [0.0, -0.1, 0.0], [0.1, 1.1, -0.4], [-0.4, -0.2, 0.6], [0.3, 0.0, -0.3], [0.0, -0.1, -0.1], [0.0, 0.0, 0.1], [0.0, 0.0, -0.1], [0.1, 0.0, -0.1], [-0.7, 0.5, 0.4], [0.0, 0.0, 0.0], [0.0, 0.0, 0.0], [0.0, 0.1, 0.0], [0.0, 0.0, 0.0], [0.0, 0.0, 0.0], [0.0, 0.0, 0.0], [0.0, 0.0, 0.0], [0.0, 0.0, 0.0], [0.0, 0.0, 0.0], [0.0, 0.0, 0.0], [0.2, 0.0, 0.0], [0.0, 0.1, 0.0], [-0.1, -0.1, 0.0], [0.1, 0.1, -0.1], [-0.1, 0.1, 0.1], [-0.1, 0.1, -0.1], [-0.1, 0.0, -0.1], [-0.1, 0.2, 0.2], [0.0, -0.1, -0.1], [0.1, 0.0, -0.1], [0.1, 0.3, -0.3], [0.7, -0.5, 0.1], [0.0, 0.0, 0.0], [-0.1, -0.1, 0.1], [0.0, -0.1, 0.0], [0.0, 0.0, 0.0], [0.0, 0.0, 0.0], [0.0, -0.1, 0.0], [0.0, 0.1, -0.1], [0.0, 0.0, 0.0], [-0.1, 0.0, 0.0], [0.0, -0.1, 0.1], [0.0, 0.0, 0.0], [0.0, 0.0, 0.0], [0.0, -0.1, 0.0], [0.1, 0.1, 0.1], [-0.1, -0.1, 0.1], [0.0, 0.1, 0.0], [0.1, 0.1, -0.9], [-0.2, 0.0, 0.2], [0.2, 0.1, 0.0], [0.0, 0.0, 0.0], [0.0, 0.0, 0.0], [0.0, 0.0, 0.0], [0.2, 0.0, -0.1], [0.0, -0.2, 0.1], [-0.1, 0.1, 0.1], [0.0, -0.1, 0.0], [0.0, 0.0, 0.0], [0.0, -0.1, 0.0], [-0.1, 0.1, 0.0], [0.0, 0.0, 0.0], [0.0, 0.0, 0.0], [0.0, 0.1, 0.0], [0.0, 0.1, 0.0], [0.0, 0.0, 0.0], [-0.1, 0.0, 0.0], [0.0, 0.0, 0.0], [0.0, 0.0, 0.0], [0.0, 0.0, 0.0], [-0.1, 0.0, 0.0], [0.0, -0.1, 0.0], [0.0, 0.0, 0.0], [0.0, 0.0, 0.0], [0.0, 0.0, 0.0], [0.0, 0.0, 0.0]]}

No. 2
{"formula": "C56H46BN14O7PRbS", "method": "wB97M-V/def2-TZVPD", "relative_energy_kcal_mol": 19.9, "total_energy_ev": -115470.910, "s_squared": 0.762, "charge": -2, "e_homo_ev": [-2.073, -2.855], "spin_multiplicity": 2, "elements": ["Rb", "C", "C", "N", "N", "C", "B", "N", "C", "C", "C", "N", "N", "C", "C", "C", "N", "N", "C", "C", "C", "N", "H", "H", "H", "H", "H", "H", "H", "H", "H", "H", "H", "H", "C", "C", "N", "N", "C", "O", "C", "C", "C", "C", "C", "C", "C", "C", "C", "C", "C", "N", "H", "H", "H", "H", "H", "H", "H", "H", "H", "H", "H", "H", "O", "N", "O", "C", "C", "C", "C", "C", "C", "N", "C", "C", "N", "C", "C", "C", "C", "H", "H", "H", "H", "H", "H", "H", "C", "C", "C", "C", "C", "C", "P", "C", "C", "C", "C", "C", "C", "C", "C", "C", "C", "C", "C", "H", "H", "H", "H", "H", "H", "H", "H", "H", "H", "H", "H", "H", "H", "H", "O", "S", "O", "O", "O"], "positions_angstrom": [[-0.177567, 0.387713, 0.014207], [-4.172189, 0.547085, 4.091465], [-2.806966, 0.200912, 4.108049], [-2.563042, -0.838740, 3.320058], [-3.756605, -1.190731, 2.792125], [-4.733433, -0.364558, 3.230327], [-3.880942, -2.191600, 1.623389], [-2.637683, -3.109268, 1.553644], [-2.238446, -3.931032, 2.549068], [-1.098624, -4.578757, 2.133685], [-0.874376, -4.067595, 0.838602], [-1.804090, -3.187621, 0.494101], [-4.075690, -1.389167, 0.318431], [-5.121880, -1.431122, -0.601572], [-4.937291, -0.517369, -1.563037], [-3.625526, 0.144771, -1.266449], [-3.170461, -0.448594, -0.013428], [-5.116361, -3.127483, 1.846197], [-5.436933, -4.169275, 1.044616], [-6.430305, -4.894735, 1.659012], [-6.641496, -4.210613, 2.873004], [-5.839092, -3.161560, 2.988314], [-4.670845, 1.350675, 4.612807], [-1.991865, 0.656715, 4.659917], [-5.753334, -0.497844, 2.907479], [-2.794921, -3.987109, 3.474566], [-0.506005, -5.294524, 2.684185], [-0.064972, -4.292864, 0.155081], [-5.953142, -2.097578, -0.442388], [-5.572959, -0.281633, -2.403671], [-2.885548, -0.114218, -2.032890], [-4.922500, -4.327504, 0.107012], [-6.927669, -5.778831, 1.290291], [-7.328233, -4.451071, 3.672996], [1.886559, 1.432063, -4.594388], [1.428980, 0.506604, -3.498448], [1.897138, 0.534274, -2.306880], [2.927392, 1.381189, -2.038649], [3.093973, 1.603882, -0.731588], [2.364135, 1.273068, 0.234148], [4.320249, 2.445824, -0.440358], [5.101947, 3.016352, -1.441634], [6.200648, 3.802092, -1.115482], [6.532756, 4.025993, 0.216900], [5.756477, 3.458358, 1.219934], [4.656799, 2.677102, 0.890018], [0.302791, -0.430490, -3.750489], [-0.475264, -0.324622, -4.902887], [-1.596560, -1.126831, -5.039691], [-1.915460, -2.029800, -4.038874], [-1.057238, -2.114082, -2.950498], [0.027489, -1.351967, -2.814238], [2.819945, 1.896476, -4.284309], [1.144054, 2.219613, -4.761924], [2.038823, 0.895485, -5.535351], [4.827494, 2.835653, -2.472709], [6.799491, 4.247204, -1.902289], [7.390543, 4.638909, 0.471591], [6.002861, 3.634123, 2.261481], [4.023982, 2.241774, 1.654418], [-0.233911, 0.404721, -5.664304], [-2.228897, -1.029198, -5.914447], [-2.809555, -2.637588, -4.085377], [-1.263260, -2.803831, -2.136590], [6.693992, -4.341871, 3.825251], [5.577731, -3.968978, 4.127250], [5.148903, -4.059702, 5.255298], [4.713786, -3.400225, 3.080787], [5.278851, -3.300721, 1.857471], [4.550280, -2.838734, 0.733174], [5.130461, -2.723422, -0.545890], [4.350837, -2.328915, -1.593069], [2.980922, -2.085728, -1.359477], [2.428280, -2.162902, -0.170216], [3.197534, -2.502378, 0.874832], [2.606875, -2.510228, 2.205443], [1.353430, -2.042611, 2.288929], [0.754384, -2.019924, 3.459479], [1.391636, -2.460871, 4.628016], [2.678020, -2.924884, 4.565909], [3.346164, -2.966076, 3.320812], [6.309602, -3.602625, 1.739095], [6.185440, -2.943496, -0.673762], [4.761171, -2.204319, -2.586188], [2.307876, -1.808528, -2.165698], [-0.268243, -1.654340, 3.467050], [0.866820, -2.427346, 5.574947], [3.180041, -3.251086, 5.457644], [1.620644, 1.936659, 6.195843], [1.938796, 1.250123, 5.032416], [1.410059, 1.666771, 3.815771], [0.570067, 2.782555, 3.734460], [0.260890, 3.461931, 4.912942], [0.778358, 3.041186, 6.132766], [-0.006425, 3.156046, 2.010712], [1.117064, 4.579697, 1.627191], [1.292702, 5.689441, 2.453976], [2.154522, 6.712689, 2.090582], [2.856841, 6.644719, 0.888220], [2.680351, 5.554926, 0.051452], [1.808316, 4.533004, 0.419523], [-1.565538, 4.097769, 2.283581], [-1.935613, 5.066445, 1.347339], [-3.175510, 5.681337, 1.411940], [-4.070872, 5.346571, 2.420282], [-3.723409, 4.374190, 3.346665], [-2.485747, 3.745808, 3.268657], [2.022245, 1.611156, 7.149565], [2.587354, 0.380873, 5.069604], [1.646103, 1.123211, 2.904398], [-0.406531, 4.314185, 4.887081], [0.516721, 3.575656, 7.039452], [0.751995, 5.759910, 3.391780], [2.280887, 7.567908, 2.745790], [3.536966, 7.443479, 0.612283], [3.226391, 5.481749, -0.882249], [1.659293, 3.682954, -0.236316], [-1.260707, 5.311816, 0.535265], [-3.455464, 6.396782, 0.646858], [-5.043529, 5.822721, 2.468434], [-4.425478, 4.084024, 4.119631], [-2.247389, 2.953605, 3.968898], [-3.698326, 1.578573, -1.240249], [-2.272118, 2.360748, -1.459612], [-1.636206, 2.373055, -0.153006], [-1.548218, 1.550290, -2.427758], [-2.697953, 3.655922, -1.930299]], "atomic_forces_ev_per_a": [[0.7, -1.8, 0.1], [0.1, 0.1, 0.0], [0.0, -0.2, 0.0], [0.0, 0.0, 0.1], [0.0, 0.1, 0.1], [0.1, -0.1, -0.1], [0.0, 0.2, -0.2], [0.0, 0.2, 0.1], [-0.1, 0.1, 0.0], [0.1, 0.0, -0.1], [0.0, 0.0, 0.0], [0.0, -0.1, 0.1], [0.1, 0.0, -0.3], [0.0, 0.2, 0.2], [0.0, 0.2, 0.1], [0.1, -0.3, -0.1], [-0.4, -0.1, 0.1], [0.1, -0.2, 0.1], [0.1, 0.1, 0.0], [-0.1, 0.0, 0.1], [0.1, 0.0, 0.0], [-0.1, -0.1, -0.3], [0.1, -0.1, 0.0], [-0.1, -0.1, -0.1], [0.1, 0.0, 0.0], [0.0, 0.0, -0.1], [-0.1, 0.1, 0.0], [-0.1, 0.1, 0.1], [0.0, -0.1, 0.0], [0.0, -0.1, 0.1], [0.1, 0.1, -0.1], [0.0, 0.0, 0.1], [0.1, 0.1, 0.0], [0.0, 0.0, 0.0], [0.0, -0.1, 0.0], [0.0, 0.1, 0.0], [-0.2, 0.0, 0.3], [0.2, 0.1, 0.0], [-0.2, -0.1, 0.0], [0.6, 0.1, -0.3], [0.0, -0.1, 0.2], [0.1, 0.0, 0.0], [0.0, 0.0, 0.0], [0.0, 0.0, 0.0], [0.0, 0.0, 0.0], [0.0, 0.0, 0.0], [0.0, -0.1, 0.1], [-0.1, 0.0, -0.1], [0.1, 0.1, 0.0], [0.0, 0.0, 0.0], [0.2, 0.2, 0.0], [-0.1, 0.0, 0.0], [0.0, 0.0, 0.0], [0.0, 0.0, 0.0], [0.0, 0.0, 0.0], [0.0, 0.0, 0.0], [0.0, 0.0, 0.0], [0.0, 0.0, 0.0], [0.0, 0.0, 0.0], [0.0, 0.0, 0.0], [0.0, 0.0, 0.1], [0.0, 0.0, 0.0], [0.0, 0.0, 0.0], [0.0, 0.0, 0.0], [0.4, -0.1, -0.3], [-0.1, 0.1, -0.2], [-0.3, 0.0, 0.6], [-0.3, 0.1, -0.1], [0.2, -0.1, 0.1], [-0.1, 0.1, -0.1], [0.1, 0.0, 0.0], [0.0, 0.0, 0.0], [-0.1, 0.0, 0.0], [-0.1, 0.0, 0.0], [0.1, 0.0, -0.1], [0.1, 0.0, -0.1], [-0.2, 0.1, 0.2], [0.1, -0.1, -0.2], [-0.1, 0.0, 0.0], [0.1, 0.0, -0.1], [0.0, -0.1, 0.2], [0.0, 0.0, 0.0], [0.0, 0.0, 0.0], [0.0, 0.0, 0.0], [0.1, 0.0, 0.1], [-0.1, 0.0, 0.1], [0.0, 0.0, 0.0], [0.0, 0.0, 0.0], [0.0, 0.0, 0.0], [0.0, 0.0, 0.0], [0.0, 0.0, 0.0], [0.0, -0.1, -0.1], [0.0, 0.0, 0.1], [0.0, 0.0, -0.1], [0.1, 0.5, 0.6], [0.0, -0.1, -0.2], [0.1, 0.0, 0.1], [0.0, 0.0, 0.0], [-0.1, 0.0, 0.1], [0.0, 0.0, 0.0], [0.0, 0.0, 0.0], [0.0, -0.1, 0.0], [0.0, 0.0, 0.0], [0.0, 0.0, 0.0], [0.0, 0.0, 0.0], [0.0, 0.0, 0.0], [0.0, 0.0, 0.0], [0.0, 0.0, 0.0], [0.0, 0.0, 0.0], [0.0, 0.0, 0.0], [0.0, 0.0, 0.0], [0.0, 0.0, 0.0], [0.0, 0.0, 0.0], [0.0, 0.0, 0.0], [0.0, 0.0, 0.0], [0.0, 0.0, 0.0], [0.0, 0.0, 0.0], [0.0, 0.0, 0.0], [0.0, 0.0, 0.1], [0.0, 0.0, 0.0], [0.0, 0.0, 0.0], [0.0, 0.1, 0.0], [0.1, -0.3, 0.0], [-0.7, 0.5, -0.4], [-0.8, 0.9, -0.3], [0.2, 0.0, 0.0], [0.0, 0.0, 0.0]]}

Q: Which strongest force on any atom values were calculated for the entries above? A: 0.022 0.037, in hartree/bohr.